{"formula": "C3H9INP", "method": "the ωB97M-V functional and the def2-TZVPD basis", "homo_lumo_gap_ev": [8.02, 7.49], "lumo_energy_ev": [-1.00, -0.89], "e_above_lowest_kj_mol": 278.1, "max_force_ev_per_a": 3.5, "elements": ["C", "C", "C", "N", "P", "I", "H", "H", "H", "H", "H", "H", "H", "H", "H"], "xyz": [[0.6995, 1.2819, -0.5388], [-1.3966, -0.2781, -0.4467], [0.0908, -0.0803, -0.9182], [0.7863, -1.1825, -0.3406], [0.5185, -0.7325, 2.6048], [2.7896, -1.5094, -0.4939], [1.7353, 1.2894, -0.2225], [0.7854, 1.9112, -1.4932], [0.3161, 1.9402, 0.2037], [-1.6280, 0.2467, 0.4609], [-1.5718, -1.2943, -0.3746], [-2.0176, 0.1647, -1.1619], [-0.0285, -0.2145, -2.0007], [-0.6476, 0.1806, 2.5155], [-0.4314, -1.7229, 2.2062]], "forces_ev_per_a": [[1.18, 1.41, -2.96], [1.90, 1.86, 0.15], [-0.82, 0.67, 1.23], [0.10, -1.30, 0.82], [-1.54, 0.42, -0.61], [-0.32, 0.49, -0.33], [0.45, -0.95, -0.09], [-0.38, -0.62, 1.22], [-1.50, -0.04, 0.67], [0.18, -0.03, 0.70], [-0.56, -2.02, 0.22], [-1.10, 0.51, -1.33], [0.84, 0.09, -0.10], [1.12, -0.36, 0.21], [0.45, -0.15, 0.19]], "lowdin_charge": [-0.12, -0.08, -0.59, -0.52, 0.60, 0.69, 0.02, 0.10, 0.05, 0.04, 0.04, 0.05, 0.13, -0.20, -0.22]}

{"formula": "C3H9N", "method": "the ωB97M-V functional and the def2-TZVPD basis", "homo_lumo_gap_ev": 10.43, "lumo_energy_ev": 1.13, "smiles": "C=C.CN", "e_above_lowest_kj_mol": 213.0, "max_force_ev_per_a": 3.7, "elements": ["C", "C", "C", "H", "H", "H", "H", "H", "H", "H", "H", "H", "N"], "xyz": [[1.5799, 0.7889, 0.0127], [-2.1814, 0.4621, 0.0347], [-1.3146, -0.6076, -0.0987], [1.9330, -1.0457, 0.8297], [0.6249, -0.9618, -0.2019], [1.3987, 1.1676, -0.9855], [0.8559, 1.3078, 0.7277], [2.5626, 1.1978, 0.2765], [-2.7589, 0.5370, 1.0113], [-2.3398, 1.2401, -0.7721], [-1.2971, -1.2681, 0.7933], [-0.9591, -1.2360, -0.9183], [1.6395, -0.6856, -0.0647]], "forces_ev_per_a": [[0.37, 0.78, 0.56], [1.24, -1.20, -0.55], [-3.24, 0.04, 1.69], [-0.04, -0.21, 0.23], [2.19, 0.05, 0.38], [-0.30, 0.12, -0.19], [0.55, -1.06, -0.77], [-0.03, -0.27, 0.02], [1.11, 0.32, -1.37], [0.00, -1.17, 1.05], [0.04, 0.54, -0.31], [0.07, 1.39, -0.61], [-1.97, 0.67, -0.12]], "lowdin_charge": [-0.23, -0.05, -0.13, 0.05, 0.00, 0.06, 0.08, 0.06, 0.07, 0.06, 0.06, 0.06, -0.07]}

{"formula": "C3H9N2", "method": "the ωB97M-V functional and the def2-TZVPD basis", "homo_lumo_gap_ev": [4.82, 10.23], "lumo_energy_ev": [1.20, 1.12], "e_above_lowest_kj_mol": 160.8, "max_force_ev_per_a": 6.0, "s2": 0.75, "spin_multiplicity": 2, "elements": ["N", "C", "N", "H", "H", "H", "H", "H", "C", "C", "H", "H", "H", "H"], "xyz": [[-1.5995, -0.2143, 0.2174], [-1.4410, -1.0670, -0.7306], [-0.3831, -1.2063, -1.5479], [-0.8782, 0.5046, 0.3913], [-2.3587, -0.3926, 0.8637], [-2.2689, -1.7118, -0.9346], [-0.3650, -1.9204, -2.2329], [0.4453, -0.6190, -1.5521], [1.4651, 0.4475, 0.7052], [1.4061, 1.7303, 1.0879], [1.8711, 0.1380, -0.2146], [1.2473, -0.3421, 1.4013], [1.8610, 2.5738, 0.4881], [0.9986, 2.0794, 2.0578]], "forces_ev_per_a": [[0.45, 4.49, 4.00], [-2.02, -4.31, -2.95], [3.01, 0.83, -1.00], [-1.16, -0.70, 0.18], [0.68, 0.47, 0.03], [-0.30, -0.24, -0.27], [-0.18, -0.43, -0.26], [-0.73, -0.16, 0.16], [0.15, 1.31, 1.62], [0.59, 0.83, -0.33], [0.56, -0.13, -1.02], [-0.51, -0.20, 0.05], [-0.84, -1.17, 0.39], [0.31, -0.60, -0.60]], "mulliken_spin": [0.16, 0.69, 0.11, -0.02, 0.00, 0.05, -0.01, 0.00, 0.02, 0.00, -0.01, 0.00, 0.00, 0.00]}

Total energy for every record listed, in sequence, given in hartree: -813.33355, -174.37191, -229.07994.